[1]
Entry from the OMol25 dataset: the molecule C19H23NO4S (the ωB97M-V functional and the def2-TZVPD basis).

The SMILES is CCCCCOC(=O)[C@@H]1[C@H]2C(=O)N(Cc3cccs3)C[C@]23C=C[C@H]1O3. As for the net charge: 0.

XYZ file:
```
48
Properties=species:S:1:pos:R:3:mulliken_charge:R:1
C -4.79 -3.85 0.41 -1.459
C -4.54 -2.45 -0.16 0.139
C -5.82 -1.62 -0.18 -0.696
C -5.65 -0.26 -0.85 -0.684
C -4.74 0.69 -0.08 -0.576
H -4.94 0.65 1.00 0.339
H -4.89 1.73 -0.41 0.422
O -3.38 0.34 -0.32 -0.238
C -2.46 1.08 0.30 -0.070
O -2.70 2.01 1.01 -0.595
C -1.07 0.59 -0.06 0.218
C 0.02 1.13 0.86 -0.087
C 0.97 0.12 1.50 -0.075
O 0.67 -0.88 2.09 -0.712
N 2.23 0.58 1.30 0.140
C 3.40 -0.18 1.68 -1.008
C 4.10 -0.74 0.49 0.541
C 5.36 -0.47 0.04 -0.658
C 5.68 -1.16 -1.15 -0.391
C 4.66 -1.93 -1.59 -0.513
S 3.28 -1.83 -0.57 -0.071
H 4.62 -2.55 -2.47 0.436
H 6.63 -1.08 -1.64 0.387
H 6.04 0.18 0.56 0.402
H 4.09 0.46 2.24 0.368
H 3.04 -0.98 2.33 0.394
C 2.34 1.76 0.47 -0.849
C 0.96 1.87 -0.14 0.974
C 0.23 3.12 -0.55 -1.139
C -0.75 2.70 -1.33 -0.661
H -1.55 3.25 -1.79 0.516
C -0.58 1.20 -1.43 0.000
H -0.96 0.70 -2.31 0.633
O 0.82 1.05 -1.30 -0.543
H 0.45 4.11 -0.18 0.452
H 3.10 1.62 -0.30 0.378
H 2.58 2.65 1.07 0.299
H -0.40 1.79 1.63 0.533
H -1.06 -0.49 -0.12 0.716
H -5.25 -0.39 -1.85 0.242
H -6.63 0.22 -0.94 0.388
H -6.18 -1.48 0.84 0.301
H -6.59 -2.18 -0.73 0.363
H -4.15 -2.54 -1.18 0.273
H -3.78 -1.95 0.44 0.090
H -3.86 -4.42 0.43 0.387
H -5.17 -3.78 1.43 0.347
H -5.52 -4.38 -0.19 0.346
```

[2]
Entry from the OMol25 dataset: a 3-piece molecular cluster, C2H7O4 overall (the ωB97M-V functional and the def2-TZVPD basis).

As for the net charge: -1.

XYZ file:
```
13
Properties=species:S:1:pos:R:3:mulliken_charge:R:1
O 0.46 -0.03 1.68 -0.699
C 0.09 0.65 0.71 0.477
O 0.39 0.49 -0.50 -0.669
C -0.99 1.75 0.95 -0.823
H -0.82 2.52 0.21 0.245
H -2.00 1.31 0.86 0.185
H -1.03 2.17 1.96 0.290
H -0.18 1.22 -2.66 0.370
H -1.05 0.28 -3.48 0.290
O -0.83 1.19 -3.38 -0.657
H 1.45 -2.76 1.13 0.351
H 0.17 -3.25 0.82 0.317
O 0.98 -3.62 1.13 -0.676
```

[3]
Entry from the OMol25 dataset: an isolated ion of composition C7H16N and charge +1 (the ωB97M-V functional and the def2-TZVPD basis).

The SMILES is C/C=C(\C)CCC[NH3+]. As for the net charge: +1.

XYZ file:
```
24
Properties=species:S:1:pos:R:3:mulliken_charge:R:1
C 0.52 1.45 -2.29 -0.824
C -0.21 0.91 -1.05 -0.183
C 0.53 -0.22 -0.27 -1.090
C -0.37 0.10 1.99 -0.211
C -0.36 -0.67 0.90 0.654
C -0.92 -2.02 0.84 -1.570
C -0.92 0.03 3.40 -1.320
N 1.52 0.49 -2.86 -0.235
H -0.27 1.75 -2.99 0.368
H 1.01 2.41 -2.13 0.389
H -1.24 0.61 -1.20 0.425
H -0.24 1.73 -0.33 0.245
H 1.51 0.05 0.13 0.419
H 0.71 -1.12 -0.87 0.571
H 0.23 1.00 1.86 0.192
H -1.43 -2.37 -0.06 0.371
H -1.72 -2.18 1.58 0.414
H -0.20 -2.81 1.09 0.307
H -2.02 0.00 3.28 0.334
H -0.69 -0.89 3.92 0.345
H -0.73 0.96 3.91 0.341
H 2.08 0.22 -2.05 0.345
H 2.08 0.97 -3.56 0.358
H 1.12 -0.37 -3.23 0.355
```

In the order shown, the computed energy relative to the best compared isomer or geometry (same formula, charge and spin) values come out to 119.1; 55.2; 126.8 kJ/mol.
In the order shown, the computed F_max values come out to 0.590; 1.267; 2.393 eV/Å.
In the order shown, the computed E_tot values come out to -40591.467; -10379.488; -9000.991 eV.